{
  "formula": "C3H10NPS",
  "method": "ωB97M-V/def2-TZVPD",
  "relative_energy_kcal_mol": 31.5,
  "homo_lumo_gap_ev": 7.27,
  "e_lumo_ev": -1.01,
  "e_homo_ev": -8.3,
  "smiles": "CC(C)N=S.P",
  "elements": ["C", "C", "C", "N", "S", "H", "H", "H", "H", "H", "H", "H", "P", "H", "H", "H"],
  "positions_angstrom": [[-0.9625, -1.6125, 1.2094], [-0.6434, -0.3157, 0.4757], [-1.6592, -0.0362, -0.6433], [0.6425, -0.2389, -0.1298], [1.6213, -1.4331, -0.2564], [-0.2367, -1.7921, 2.0013], [-1.9555, -1.5581, 1.6479], [-0.9302, -2.4541, 0.5183], [-0.6759, 0.5307, 1.1780], [-2.6553, 0.0703, -0.2251], [-1.6546, -0.8626, -1.3510], [-1.3915, 0.8757, -1.1704], [2.4382, 2.5498, -0.3937], [3.0602, 1.3323, -0.1689], [1.6113, 2.0124, -1.3637], [3.3913, 2.9320, -1.3282]],
  "atomic_forces_ev_per_a": [[0.049, 0.193, -0.072], [-0.934, -0.552, 0.496], [0.234, 0.111, 0.118], [0.964, 0.470, -0.482], [-0.131, -0.095, 0.090], [0.003, -0.083, 0.035], [-0.092, 0.027, 0.045], [-0.015, -0.061, 0.035], [0.028, -0.069, -0.125], [-0.104, -0.008, 0.051], [-0.028, -0.075, -0.065], [-0.033, 0.065, -0.063], [-0.255, 0.476, 0.544], [0.284, -0.527, 0.165], [-0.429, -0.176, -0.434], [0.458, 0.304, -0.340]],
  "lowdin_charge": [-0.13, -0.58, -0.06, -0.52, 0.72, 0.06, 0.08, 0.06, 0.14, 0.08, 0.08, 0.07, 0.61, -0.22, -0.20, -0.20]
}

{
  "formula": "C3H10NS",
  "method": "ωB97M-V/def2-TZVPD",
  "total_charge": -1,
  "relative_energy_kcal_mol": 12.6,
  "homo_lumo_gap_ev": 5.85,
  "e_lumo_ev": 3.46,
  "e_homo_ev": -2.4,
  "elements": ["C", "C", "S", "N", "H", "H", "H", "H", "H", "H", "C", "H", "H", "H", "H"],
  "positions_angstrom": [[1.0452, -0.9945, -0.4443], [-0.2037, -0.8642, -1.3618], [0.1458, -1.2108, -3.1032], [2.1414, -0.1317, -0.9024], [1.4302, -2.0144, -0.4679], [0.7734, -0.6864, 0.5691], [-0.5359, 0.1711, -1.1862], [-0.9985, -1.5307, -1.0082], [1.8188, 0.8354, -0.9121], [2.1864, -0.2995, -1.9152], [-1.5579, 1.3550, 2.1486], [-1.5338, 2.2011, 2.8317], [-0.5864, 1.1934, 1.6877], [-2.3015, 1.5299, 1.3786], [-1.8235, 0.4463, 2.6856]],
  "atomic_forces_ev_per_a": [[-0.341, 0.412, -0.831], [0.431, -0.082, 0.600], [0.031, 0.063, -0.158], [0.177, 0.289, -0.355], [-0.158, -0.116, 0.194], [0.070, -0.241, 0.204], [-0.229, -0.029, -0.258], [0.033, 0.054, 0.145], [-0.128, -0.021, 0.351], [0.105, -0.320, 0.126], [-0.001, -0.210, 0.030], [0.070, -0.001, 0.027], [0.010, 0.131, -0.036], [-0.027, 0.037, -0.126], [-0.044, 0.033, 0.088]],
  "lowdin_charge": [-0.41, -0.81, 0.09, -0.07, 0.08, 0.07, 0.02, 0.02, 0.04, -0.02, -0.05, 0.01, 0.00, 0.01, 0.01]
}

{
  "formula": "C3H10NS",
  "method": "ωB97M-V/def2-TZVPD",
  "total_charge": 1,
  "relative_energy_kcal_mol": 25.6,
  "homo_lumo_gap_ev": 7.73,
  "e_lumo_ev": -5.36,
  "e_homo_ev": -13.1,
  "elements": ["C", "N", "H", "H", "H", "H", "C", "C", "S", "H", "H", "H", "H", "H", "H"],
  "positions_angstrom": [[-2.2784, -2.0606, -0.3902], [-1.1893, -2.2396, 0.2379], [-3.1609, -2.6205, -0.1190], [-2.3070, -1.3408, -1.1995], [-0.3531, -1.6606, 0.0436], [-1.1625, -2.9618, 0.9518], [0.5342, 2.2518, 0.1971], [1.5553, 1.1521, 0.4196], [1.3019, -0.3707, -0.5731], [0.9796, 3.1923, 0.5243], [0.2989, 2.3708, -0.8605], [-0.3786, 2.0584, 0.7680], [1.5577, 0.8015, 1.4477], [2.5681, 1.4617, 0.1887], [2.0343, -0.0340, -1.6362]],
  "atomic_forces_ev_per_a": [[0.281, 0.219, -0.140], [-0.558, -0.176, 0.070], [-0.054, -0.183, -0.054], [-0.027, 0.131, 0.075], [0.063, -0.187, -0.213], [0.278, 0.154, 0.157], [0.190, 0.026, -0.044], [-0.013, -0.369, -0.120], [0.089, 0.184, 0.324], [-0.211, 0.032, 0.160], [-0.073, -0.058, 0.042], [0.073, 0.125, -0.184], [0.035, 0.067, 0.118], [0.082, 0.120, 0.004], [-0.157, -0.086, -0.194]],
  "lowdin_charge": [0.17, 0.18, 0.13, 0.13, -0.01, 0.16, -0.16, -0.57, 0.74, 0.08, 0.07, 0.07, 0.06, 0.07, -0.11]
}

{
  "formula": "C3H10NS",
  "method": "ωB97M-V/def2-TZVPD",
  "total_charge": 1,
  "relative_energy_kcal_mol": 110.0,
  "homo_lumo_gap_ev": [8.45, 7.20],
  "e_lumo_ev": [-5.41, -6.21],
  "e_homo_ev": [-13.9, -13.4],
  "elements": ["C", "C", "C", "N", "S", "H", "H", "H", "H", "H", "H", "H", "H", "H", "H"],
  "positions_angstrom": [[-1.3902, -0.2320, 0.3160], [0.4710, -0.3274, -1.3022], [0.8975, -0.2928, 1.1861], [-0.0104, -0.7381, 0.1278], [0.8201, 2.7766, -0.0845], [-1.9144, -0.6109, -0.5064], [-1.6315, -0.4880, 1.2741], [-1.5165, 0.8219, 0.2789], [0.6630, 0.7503, -1.2468], [1.3999, -0.8735, -1.3804], [-0.4221, -0.5372, -1.8546], [1.8935, -0.7906, 1.2143], [0.4221, -0.0460, 2.2154], [-0.1182, -1.7509, -0.0074], [0.6129, 3.2800, -1.2888]],
  "atomic_forces_ev_per_a": [[1.143, 0.598, -0.909], [0.108, 0.457, 2.514], [-0.053, -0.993, 1.895], [0.426, 1.482, -1.006], [0.137, 0.017, 0.844], [-1.473, -0.959, -0.563], [-1.483, -1.262, 2.217], [0.811, 1.125, -0.259], [-0.104, -0.407, -0.224], [-0.052, -0.209, -1.051], [0.313, -0.405, -1.200], [-0.839, 0.646, -0.299], [0.743, -0.284, -2.165], [0.407, 0.000, 0.821], [-0.084, 0.195, -0.613]],
  "lowdin_charge": [0.00, 0.05, 0.09, -0.24, 0.48, 0.10, 0.08, 0.08, -0.01, 0.11, 0.10, 0.10, 0.13, 0.19, -0.26]
}

{
  "formula": "C3H10NS",
  "method": "ωB97M-V/def2-TZVPD",
  "total_charge": 1,
  "relative_energy_kcal_mol": 34.0,
  "homo_lumo_gap_ev": 6.69,
  "e_lumo_ev": -5.77,
  "e_homo_ev": -12.5,
  "elements": ["C", "N", "H", "H", "H", "H", "C", "C", "S", "H", "H", "H", "H", "H", "H"],
  "positions_angstrom": [[-1.3881, 0.2234, 3.8158], [-1.2610, 0.6582, 2.6242], [-1.3803, 0.8997, 4.6606], [-1.3704, -0.8570, 3.9016], [-1.3246, -0.0268, 1.8732], [-1.3821, 1.6213, 2.3317], [1.2285, -0.8223, -3.0670], [1.1144, 0.2784, -2.0460], [0.1908, -0.1564, -0.5213], [0.3333, -1.1752, -3.5900], [1.7673, -1.7192, -2.7696], [1.8364, -0.4664, -3.9083], [2.1216, 0.4363, -1.6539], [0.7129, 1.2205, -2.3966], [-0.9968, -0.2407, -1.1534]],
  "atomic_forces_ev_per_a": [[0.856, 0.084, -0.562], [-1.241, -0.559, 0.008], [-0.233, -0.021, 0.047], [-0.137, 0.044, 0.463], [0.444, 0.192, -0.259], [0.437, 0.270, 0.202], [0.190, -0.396, -1.620], [0.580, -0.443, 0.779], [-0.509, -0.121, -0.366], [-0.330, 0.305, 0.595], [-0.102, 0.080, 0.677], [0.039, 0.319, 0.167], [-0.076, 0.354, -0.076], [0.029, -0.010, -0.285], [0.051, -0.099, 0.230]],
  "lowdin_charge": [0.19, 0.20, 0.13, 0.13, 0.10, 0.16, -0.18, -0.60, 0.64, 0.08, 0.07, 0.08, 0.06, 0.07, -0.14]
}

{
  "formula": "C3H10NS",
  "method": "ωB97M-V/def2-TZVPD",
  "total_charge": 1,
  "relative_energy_kcal_mol": 45.6,
  "homo_lumo_gap_ev": 6.21,
  "e_lumo_ev": -5.92,
  "e_homo_ev": -12.1,
  "elements": ["C", "N", "H", "H", "H", "H", "C", "C", "S", "H", "H", "H", "H", "H", "H"],
  "positions_angstrom": [[-1.8977, 0.2228, -0.3743], [-2.5187, 1.2491, -0.7741], [-1.9715, -0.1259, 0.6585], [-1.3351, -0.3307, -1.1302], [-2.8090, 1.5563, -1.7387], [-3.0696, 1.8722, -0.1893], [0.8341, -1.2866, 0.8411], [1.6948, -0.0976, 0.4580], [2.2770, -0.1140, -1.2943], [1.4849, -2.1181, 1.0437], [0.2344, -1.5759, -0.0186], [0.2755, -0.9790, 1.7420], [1.1888, 0.8481, 0.6440], [2.4941, -0.0204, 1.2059], [3.1180, 0.8997, -1.0735]],
  "atomic_forces_ev_per_a": [[0.180, -0.526, -0.762], [-2.125, 1.678, -0.975], [0.355, 0.452, -0.168], [-0.188, -0.108, 0.327], [1.646, -1.001, 0.535], [0.186, -0.444, 0.975], [0.297, 0.752, -0.269], [0.379, 0.703, 0.499], [-0.152, -0.129, 0.982], [0.026, -0.481, 0.302], [-0.546, -0.157, 0.205], [-0.065, -0.630, -0.410], [-0.463, 0.082, -0.338], [0.367, -0.286, -0.615], [0.104, 0.094, -0.289]],
  "lowdin_charge": [0.16, 0.19, 0.14, 0.13, 0.20, 0.16, -0.19, -0.64, 0.68, 0.07, 0.04, 0.08, 0.05, 0.08, -0.14]
}

{
  "formula": "C3H10NS",
  "method": "ωB97M-V/def2-TZVPD",
  "total_charge": 1,
  "relative_energy_kcal_mol": 40.6,
  "homo_lumo_gap_ev": 10.42,
  "e_lumo_ev": -3.18,
  "e_homo_ev": -13.6,
  "smiles": "C[NH2+]CCS",
  "elements": ["C", "N", "C", "C", "S", "H", "H", "H", "H", "H", "H", "H", "H", "H", "H"],
  "positions_angstrom": [[0.7592, 1.7288, 0.7206], [0.6776, 0.2215, 0.6254], [0.0592, -0.2742, -0.7615], [-0.5624, -1.8189, -0.5563], [-1.9084, -1.6686, 0.7263], [1.2628, 1.7508, 1.6064], [1.2437, 2.2655, -0.1366], [-0.1615, 2.1749, 0.8590], [1.4870, -0.2407, 0.9303], [-0.1406, -0.0829, 1.1447], [-0.5770, 0.4701, -1.0510], [0.8687, -0.4032, -1.5659], [-1.0264, -1.9959, -1.5479], [0.0415, -2.4780, -0.0229], [-2.9815, -1.0475, 0.1029]],
  "atomic_forces_ev_per_a": [[1.389, -1.105, -2.059], [-3.593, 1.033, -3.969], [4.293, -4.799, 0.633], [-2.828, 5.449, -0.765], [-0.550, 0.159, -0.147], [1.767, 1.427, 2.283], [-0.026, -1.097, 0.809], [-2.238, 0.379, 0.210], [1.461, -0.823, 0.241], [-0.193, -0.182, 1.263], [-2.114, 1.565, -0.563], [-0.846, 0.584, 1.422], [0.773, -0.872, 0.751], [1.576, -1.312, -0.165], [1.129, -0.404, 0.056]],
  "lowdin_charge": [0.03, 0.02, -0.11, -0.41, 0.71, 0.07, 0.14, 0.08, 0.15, 0.07, 0.07, 0.15, 0.09, 0.03, -0.09]
}

{
  "formula": "C3H10NS2",
  "method": "ωB97M-V/def2-TZVPD",
  "total_charge": 1,
  "relative_energy_kcal_mol": 47.0,
  "homo_lumo_gap_ev": 8.58,
  "e_lumo_ev": -4.35,
  "e_homo_ev": -12.9,
  "elements": ["C", "C", "C", "N", "S", "S", "H", "H", "H", "H", "H", "H", "H", "H", "H", "H"],
  "positions_angstrom": [[-0.1120, 1.9724, -1.0460], [-1.1547, 0.8867, -1.2626], [1.6116, -1.8846, 1.8905], [-0.9830, -0.6380, -1.0446], [0.4465, -0.7601, 1.7716], [2.4730, -1.9093, 3.4040], [0.4126, 2.0945, -1.9336], [-0.4737, 2.9118, -0.6981], [0.5089, 1.6751, -0.2637], [-1.6769, 0.9597, -2.2823], [-1.8744, 1.2767, -0.6628], [1.9030, -2.3642, 0.9536], [-1.7902, -1.1822, -1.3236], [-0.2049, -0.9022, -1.6767], [-0.5738, -0.7522, -0.0266], [1.4882, -1.3841, 4.2011]],
  "atomic_forces_ev_per_a": [[0.108, -1.839, -0.325], [-1.673, 0.072, -3.284], [0.064, 1.511, 0.723], [2.774, 2.190, 0.389], [-1.095, 0.259, -0.282], [0.047, -1.118, -0.328], [1.428, 0.513, -1.351], [-1.094, 0.512, -0.097], [1.581, -0.562, 1.210], [1.186, -0.072, 1.186], [-2.772, -0.230, 2.251], [0.548, -0.527, 0.806], [-0.358, 0.089, 0.387], [-0.504, -0.148, 0.430], [-0.651, -0.603, -0.956], [0.411, -0.047, -0.758]],
  "lowdin_charge": [-0.05, -0.19, -1.00, 0.13, 0.66, 0.76, 0.06, 0.09, 0.05, 0.15, 0.07, 0.03, 0.15, 0.16, 0.00, -0.08]
}

{
  "formula": "C3H10NS2",
  "method": "ωB97M-V/def2-TZVPD",
  "total_charge": 1,
  "relative_energy_kcal_mol": 14.2,
  "homo_lumo_gap_ev": 8.86,
  "e_lumo_ev": -3.45,
  "e_homo_ev": -12.3,
  "smiles": "C[C@H]([NH3+])CSS",
  "elements": ["C", "C", "N", "C", "S", "S", "H", "H", "H", "H", "H", "H", "H", "H", "H", "H"],
  "positions_angstrom": [[1.8108, 0.4883, -0.1830], [0.4112, -0.1410, -0.2341], [-0.3042, 0.3518, -1.4923], [-0.3180, 0.3460, 1.0197], [-2.0595, -0.1831, 1.0073], [-1.6579, -2.1848, 1.3444], [2.1320, 0.6305, 0.8384], [1.7039, 1.5236, -0.5338], [2.5377, 0.0753, -0.8707], [0.3545, -1.2111, -0.2586], [-1.2834, 0.5609, -1.2413], [-0.3739, -0.4658, -2.0952], [0.1388, 1.2086, -1.8146], [-0.3813, 1.4372, 1.0391], [0.2177, 0.1007, 1.9079], [-2.9282, -2.5371, 1.5669]],
  "atomic_forces_ev_per_a": [[-0.676, 0.689, -0.970], [0.676, 1.384, 0.984], [-0.586, -0.739, 1.473], [-1.344, 0.539, -1.051], [0.170, 0.452, 0.234], [0.175, -0.493, -0.039], [0.461, -0.588, 0.137], [-0.090, 0.073, 0.071], [0.277, -0.505, 0.327], [0.322, -0.565, -0.167], [-0.069, -0.047, 0.171], [0.377, 0.613, -0.896], [0.116, -0.307, -0.754], [0.050, 0.102, -0.194], [0.254, -0.663, 0.644], [-0.113, 0.057, 0.032]],
  "lowdin_charge": [-0.02, -0.40, 0.21, -0.54, 0.50, 0.40, 0.09, 0.09, 0.09, 0.11, 0.11, 0.18, 0.16, 0.10, 0.09, -0.17]
}

{
  "formula": "C3H10NS3",
  "method": "ωB97M-V/def2-TZVPD",
  "total_charge": -1,
  "relative_energy_kcal_mol": 5.3,
  "homo_lumo_gap_ev": 5.51,
  "e_lumo_ev": 2.80,
  "e_homo_ev": -2.7,
  "elements": ["C", "C", "S", "N", "H", "H", "H", "H", "H", "H", "C", "S", "S", "H", "H", "H", "H"],
  "positions_angstrom": [[-0.5139, 1.3775, -1.7202], [-0.3793, 0.0751, -2.5218], [0.2697, -1.3000, -1.5067], [0.7005, 1.7894, -1.0168], [-1.2983, 1.2411, -0.9698], [-0.8412, 2.1957, -2.3753], [0.2916, 0.2472, -3.3719], [-1.3607, -0.2024, -2.9146], [1.3965, 2.0896, -1.6902], [1.0836, 0.9105, -0.6544], [0.7531, -1.4192, 1.8523], [0.3525, -1.7213, 3.6237], [-1.3995, -0.6005, 3.6895], [-0.1301, -1.0051, 1.3806], [1.0077, -2.3683, 1.3984], [1.5751, -0.7167, 1.7805], [-1.5073, -0.5925, 5.0166]],
  "atomic_forces_ev_per_a": [[-0.137, -0.069, -0.138], [0.161, -0.042, 0.265], [-0.023, 0.018, -0.047], [0.137, -0.093, 0.114], [-0.003, -0.049, 0.008], [0.035, 0.020, 0.002], [-0.047, 0.045, -0.054], [-0.033, 0.084, -0.095], [-0.027, 0.049, -0.184], [-0.055, 0.042, 0.094], [-0.123, 0.136, 0.725], [0.267, -0.219, -0.139], [-0.252, 0.132, -0.253], [0.056, -0.106, -0.344], [-0.064, -0.025, -0.124], [0.017, 0.062, -0.076], [0.092, 0.013, 0.245]],
  "lowdin_charge": [-0.42, -0.76, 0.17, -0.06, 0.08, 0.09, 0.03, 0.02, 0.04, -0.02, -0.52, 0.31, 0.27, -0.04, 0.01, 0.02, -0.23]
}